Entry 1:
This record from the Open Molecules 2025 dataset describes one molecule with the formula C27H42N6O2. The level of theory is ωB97M-V/def2-TZVPD.

LUMO energy   0.570 eV
Highest occupied orbital energy   -7.2 eV
HOMO-LUMO gap   7.786 eV
SMILES   CCCN(CCC)CCNC(=O)CCC(=O)Nc1ccc2nc(N3CCN(C)CC3)cc(C)c2c1
Total charge   0
Spin multiplicity   1
Energy relative to the best compared isomer or geometry (same formula, charge and spin)   9.5 kJ/mol

Last columns: bonded neighbours and bond lengths (Å).
Geometry (Å):
1 C 2.03 -4.63 -0.53  C2 1.523, H75 1.088, H76 1.087, H77 1.088
2 C 2.13 -3.91 0.81  C1 1.523, H3 1.091, H4 1.091, C5 1.531
3 H 3.18 -3.69 1.03  C2 1.091
4 H 1.76 -4.56 1.61  C2 1.091
5 C 1.32 -2.61 0.81  C2 1.531, N6 1.456, H73 1.092, H74 1.097
6 N 1.39 -1.97 2.11  C5 1.456, C7 1.446, C63 1.449
7 C 0.11 -1.60 2.67  N6 1.446, H8 1.102, C9 1.537, H62 1.094
8 H -0.54 -1.09 1.94  C7 1.102
9 C -0.62 -2.85 3.20  C7 1.537, N10 1.445, H60 1.094, H61 1.091
10 N -1.92 -2.51 3.73  C9 1.445, C11 1.347, H59 1.008
11 C -3.07 -2.87 3.14  N10 1.347, O12 1.218, C13 1.523
12 O -3.11 -3.62 2.18  C11 1.218
13 C -4.33 -2.27 3.75  C11 1.523, H14 1.092, H15 1.090, C16 1.538
14 H -4.96 -3.08 4.13  C13 1.092
15 H -4.07 -1.60 4.57  C13 1.090
16 C -5.09 -1.50 2.67  C13 1.538, C17 1.525, H57 1.090, H58 1.090
17 C -4.14 -0.50 2.02  C16 1.525, O18 1.214, N19 1.357
18 O -3.95 0.61 2.48  C17 1.214
19 N -3.50 -1.01 0.94  C17 1.357, C20 1.401, H56 1.013
20 C -2.44 -0.46 0.21  N19 1.401, C21 1.377, C52 1.409
21 C -1.97 0.82 0.40  C20 1.377, C22 1.403, H55 1.076
22 C -0.86 1.29 -0.32  C21 1.403, C23 1.419, C45 1.426
23 C -0.23 0.44 -1.27  C22 1.419, N24 1.344, C51 1.411
24 N 0.84 0.81 -1.98  C23 1.344, C25 1.320
25 C 1.36 2.01 -1.81  N24 1.320, N26 1.366, C44 1.424
26 N 2.50 2.29 -2.50  C25 1.366, C27 1.450, C39 1.445
27 C 2.96 1.34 -3.49  N26 1.450, H28 1.088, H29 1.095, C30 1.537
28 H 2.57 0.36 -3.23  C27 1.088
29 H 4.06 1.32 -3.46  C27 1.095
30 C 2.47 1.76 -4.89  C27 1.537, N31 1.453, H42 1.091, H43 1.094
31 N 2.85 3.12 -5.25  C30 1.453, C32 1.447, C36 1.449
32 C 4.23 3.25 -5.67  N31 1.447, H33 1.090, H34 1.089, H35 1.099
33 H 4.39 4.28 -6.00  C32 1.090
34 H 4.40 2.59 -6.51  C32 1.089
35 H 4.97 3.02 -4.89  C32 1.099
36 C 2.45 4.04 -4.21  N31 1.449, H37 1.092, H38 1.096, C39 1.542
37 H 2.82 5.04 -4.46  C36 1.092
38 H 1.36 4.07 -4.19  C36 1.096
39 C 2.95 3.63 -2.81  N26 1.445, C36 1.542, H40 1.088, H41 1.096
40 H 2.61 4.35 -2.07  C39 1.088
41 H 4.05 3.63 -2.79  C39 1.096
42 H 2.85 1.07 -5.65  C30 1.091
43 H 1.38 1.72 -4.89  C30 1.094
44 C 0.79 2.94 -0.89  C25 1.424, C45 1.364, H50 1.079
45 C -0.31 2.59 -0.15  C22 1.426, C44 1.364, C46 1.496
46 C -0.91 3.55 0.83  C45 1.496, H47 1.089, H48 1.089, H49 1.088
47 H -1.95 3.76 0.57  C46 1.089
48 H -0.89 3.13 1.83  C46 1.089
49 H -0.36 4.49 0.83  C46 1.088
50 H 1.22 3.92 -0.76  C44 1.079
51 C -0.75 -0.86 -1.46  C23 1.411, C52 1.365, H54 1.079
52 C -1.82 -1.30 -0.74  C20 1.409, C51 1.365, H53 1.081
53 H -2.20 -2.30 -0.88  C52 1.081
54 H -0.26 -1.49 -2.19  C51 1.079
55 H -2.45 1.45 1.13  C21 1.076
56 H -3.69 -1.98 0.72  N19 1.013
57 H -5.48 -2.19 1.92  C16 1.090
58 H -5.92 -0.95 3.12  C16 1.090
59 H -1.94 -1.82 4.47  N10 1.008
60 H -0.01 -3.32 3.98  C9 1.094
61 H -0.79 -3.57 2.40  C9 1.091
62 H 0.28 -0.92 3.51  C7 1.094
63 C 2.41 -0.94 2.21  N6 1.449, C64 1.536, H71 1.093, H72 1.095
64 C 2.09 0.38 1.49  C63 1.536, C65 1.522, H69 1.091, H70 1.092
65 C 3.26 1.36 1.58  C64 1.522, H66 1.088, H67 1.088, H68 1.088
66 H 3.01 2.28 1.06  C65 1.088
67 H 3.48 1.60 2.62  C65 1.088
68 H 4.15 0.94 1.12  C65 1.088
69 H 1.88 0.18 0.44  C64 1.091
70 H 1.20 0.84 1.93  C64 1.092
71 H 3.33 -1.35 1.81  C63 1.093
72 H 2.57 -0.73 3.28  C63 1.095
73 H 0.28 -2.85 0.57  C5 1.092
74 H 1.69 -1.96 0.02  C5 1.097
75 H 1.00 -4.88 -0.75  C1 1.088
76 H 2.62 -5.54 -0.52  C1 1.087
77 H 2.40 -3.99 -1.33  C1 1.088

---

Entry 2:
This record from the Open Molecules 2025 dataset describes one molecule with the formula C18H20ClN3S. The level of theory is ωB97M-V/def2-TZVPD.

LUMO energy   0.577 eV
Highest occupied orbital energy   -7.8 eV
HOMO-LUMO gap   8.397 eV
SMILES   S=C(NCc1ccccc1)N1CCN(c2cccc(Cl)c2)CC1
Total charge   0
Spin multiplicity   1
Energy relative to the best compared isomer or geometry (same formula, charge and spin)   0.0 kJ/mol

Last columns: bonded neighbours and bond lengths (Å).
Geometry (Å):
1 S 2.36 2.82 0.12  C2 1.660
2 C 1.79 1.45 0.86  S1 1.660, N3 1.351, N19 1.363
3 N 2.64 0.58 1.45  C2 1.351, H4 1.008, C5 1.446
4 H 2.27 -0.23 1.92  N3 1.008
5 C 4.07 0.56 1.22  N3 1.446, C6 1.507, H17 1.094, H18 1.094
6 C 4.44 -0.57 0.29  C5 1.507, C7 1.390, C11 1.387
7 C 3.93 -0.59 -1.00  C6 1.390, C8 1.382, H16 1.081
8 C 4.22 -1.64 -1.85  C7 1.382, C9 1.386, H15 1.080
9 C 5.05 -2.67 -1.43  C8 1.386, C10 1.384, H14 1.080
10 C 5.57 -2.65 -0.15  C9 1.384, C11 1.385, H13 1.080
11 C 5.27 -1.61 0.71  C6 1.387, C10 1.385, H12 1.081
12 H 5.67 -1.59 1.71  C11 1.081
13 H 6.22 -3.45 0.18  C10 1.080
14 H 5.28 -3.48 -2.10  C9 1.080
15 H 3.82 -1.65 -2.86  C8 1.080
16 H 3.29 0.22 -1.33  C7 1.081
17 H 4.33 1.52 0.77  C5 1.094
18 H 4.58 0.46 2.18  C5 1.094
19 N 0.46 1.20 0.98  C2 1.363, C20 1.450, C37 1.450
20 C -0.50 2.17 0.47  N19 1.450, H21 1.095, C22 1.535, H43 1.090
21 H -1.36 2.17 1.14  C20 1.095
22 C -0.94 1.80 -0.95  C20 1.535, N23 1.450, H41 1.095, H42 1.087
23 N -1.52 0.47 -0.96  C22 1.450, C24 1.385, C35 1.443
24 C -2.88 0.30 -0.76  N23 1.385, C25 1.402, C29 1.399
25 C -3.79 1.12 -1.43  C24 1.402, C26 1.378, H34 1.078
26 C -5.15 0.94 -1.30  C25 1.378, C27 1.386, H33 1.080
27 C -5.66 -0.08 -0.51  C26 1.386, C28 1.382, H32 1.077
28 C -4.76 -0.91 0.14  C27 1.382, C29 1.383, Cl31 1.733
29 C -3.39 -0.73 0.03  C24 1.399, C28 1.383, H30 1.077
30 H -2.75 -1.40 0.58  C29 1.077
31 Cl -5.35 -2.19 1.14  C28 1.733
32 H -6.72 -0.23 -0.40  C27 1.077
33 H -5.83 1.59 -1.82  C26 1.080
34 H -3.43 1.90 -2.08  C25 1.078
35 C -0.57 -0.49 -0.45  N23 1.443, H36 1.097, C37 1.542, H40 1.089
36 H 0.32 -0.46 -1.10  C35 1.097
37 C -0.11 -0.13 0.98  N19 1.450, C35 1.542, H38 1.095, H39 1.090
38 H -0.98 -0.12 1.66  C37 1.095
39 H 0.60 -0.88 1.33  C37 1.090
40 H -0.98 -1.49 -0.49  C35 1.089
41 H -0.07 1.81 -1.62  C22 1.095
42 H -1.66 2.54 -1.31  C22 1.087
43 H -0.03 3.15 0.47  C20 1.090

---

Entry 3:
This record from the Open Molecules 2025 dataset describes a 4-piece molecular cluster, C12H36N3O4 overall in a non-equilibrium geometry. The level of theory is ωB97M-V/def2-TZVPD.

LUMO energy   -2.064 eV
Highest occupied orbital energy   -12.6 eV
HOMO-LUMO gap   10.509 eV
Total charge   +1
Spin multiplicity   1
Energy relative to the best compared isomer or geometry (same formula, charge and spin)   1080.7 kJ/mol

Last columns: bonded neighbours and bond lengths (Å).
Geometry (Å):
1 O 1.21 0.51 -0.90  H2 0.978, H3 0.932, H4 1.138
2 H 1.19 1.41 -0.52  O1 0.978
3 H 1.15 -0.02 -0.13  O1 0.932
4 H 0.24 0.43 -1.48  O1 1.138
5 C 3.29 4.06 1.46  C6 1.598, H11 1.256, H12 0.866, H13 0.922
6 C 2.36 2.82 1.07  C5 1.598, C7 1.516, N10 1.370, H14 1.038
7 C 1.26 2.62 2.08  C6 1.516, O8 1.442, H15 1.267, H16 1.084
8 O 0.24 1.85 1.41  C7 1.442, C9 1.443
9 C -1.03 1.76 2.08  O8 1.443, H17 1.056, H18 1.067, H19 1.253
10 N 1.97 2.99 -0.23  C6 1.370, H20 1.160, H21 1.014
11 H 3.36 3.83 2.69  C5 1.256
12 H 2.79 4.77 1.43  C5 0.866
13 H 4.08 4.11 0.98  C5 0.922
14 H 2.97 1.98 1.09  C6 1.038
15 H 0.90 3.76 2.50  C7 1.267
16 H 1.65 2.28 3.04  C7 1.084
17 H -1.06 1.20 2.98  C9 1.056
18 H -1.82 1.41 1.45  C9 1.067
19 H -1.34 2.97 2.07  C9 1.253
20 H 2.70 3.50 -0.98  N10 1.160
21 H 1.48 3.84 0.02  N10 1.014
22 C 0.85 -3.42 2.11  C23 1.522, H28 1.194, H29 0.902, H30 1.209
23 C 0.43 -2.30 1.17  C22 1.522, C24 1.565, N27 1.496, H31 1.111
24 C -1.10 -2.02 1.07  C23 1.565, O25 1.427, H32 1.216, H33 1.151
25 O -1.62 -3.24 0.53  C24 1.427, C26 1.448
26 C -3.06 -3.07 0.55  O25 1.448, H34 1.037, H35 1.194, H36 1.033
27 N 1.35 -1.16 1.48  C23 1.496, H37 1.103, H38 0.963
28 H 2.01 -3.55 2.36  C22 1.194
29 H 0.58 -4.24 1.84  C22 0.902
30 H 0.42 -3.36 3.24  C22 1.209
31 H 0.52 -2.56 0.09  C23 1.111
32 H -1.12 -0.98 0.44  C24 1.216
33 H -1.70 -1.76 2.02  C24 1.151
34 H -3.49 -2.46 -0.17  C26 1.037
35 H -3.46 -2.77 1.63  C26 1.194
36 H -3.39 -4.02 0.36  C26 1.033
37 H 2.35 -1.62 1.56  N27 1.103
38 H 1.09 -0.80 2.33  N27 0.963
39 C -0.98 1.10 -3.63  C40 1.489, H45 1.041, H46 0.966, H47 1.261
40 C -1.83 0.40 -2.64  C39 1.489, C41 1.620, N44 1.466, H48 1.200
41 C -1.55 -1.20 -2.60  C40 1.620, O42 1.384, H49 0.979, H50 1.213
42 O -0.19 -1.45 -2.46  C41 1.384, C43 1.458
43 C 0.17 -2.84 -2.67  O42 1.458, H51 1.113, H52 0.971, H53 1.233
44 N -1.53 0.97 -1.32  C40 1.466, H54 1.113, H55 1.146
45 H -0.94 0.83 -4.64  C39 1.041
46 H -0.07 0.98 -3.32  C39 0.966
47 H -1.34 2.30 -3.83  C39 1.261
48 H -3.00 0.65 -2.58  C40 1.200
49 H -1.90 -1.45 -3.48  C41 0.979
50 H -2.08 -1.94 -1.81  C41 1.213
51 H 1.25 -2.91 -2.41  C43 1.113
52 H -0.10 -3.20 -3.53  C43 0.971
53 H -0.54 -3.49 -1.90  C43 1.233
54 H -2.07 0.39 -0.54  N44 1.113
55 H -1.56 2.11 -1.38  N44 1.146

---

Number 1: DFT total energy -1533.11920 Ha. Number 2: DFT total energy -1720.56926 Ha. Number 3: DFT total energy -943.36474 Ha.